Record 1
{"formula": "C50H53F5N3O2Si", "method": "the ωB97M-V functional and the def2-TZVPD basis", "species": ["C", "N", "C", "O", "C", "C", "C", "C", "F", "C", "F", "C", "F", "C", "F", "C", "F", "N", "C", "C", "C", "C", "C", "C", "C", "C", "C", "C", "C", "C", "H", "H", "H", "H", "H", "H", "H", "H", "H", "H", "H", "H", "H", "H", "H", "H", "H", "H", "H", "H", "C", "Si", "C", "C", "O", "C", "C", "C", "C", "C", "C", "C", "C", "C", "C", "C", "C", "C", "C", "C", "C", "C", "N", "C", "C", "C", "C", "C", "C", "C", "C", "H", "H", "H", "H", "H", "H", "H", "H", "H", "H", "H", "H", "H", "H", "H", "H", "H", "H", "H", "H", "H", "H", "H", "H", "H", "H", "H", "H", "H", "H", "H", "H", "H"], "positions_angstrom": [[2.069, -6.347, -2.152], [1.771, -4.935, -2.144], [2.764, -4.000, -2.052], [3.962, -4.232, -1.907], [2.097, -2.623, -2.083], [2.422, -1.864, -3.357], [3.890, -1.559, -3.398], [4.770, -2.282, -4.204], [4.272, -3.231, -5.036], [6.148, -2.103, -4.140], [6.972, -2.839, -4.913], [6.675, -1.163, -3.252], [8.006, -0.994, -3.160], [5.818, -0.393, -2.463], [6.321, 0.507, -1.592], [4.443, -0.581, -2.572], [3.615, 0.201, -1.817], [0.688, -2.978, -1.897], [-0.230, -2.001, -1.738], [-1.535, -2.182, -1.292], [-2.277, -1.171, -0.683], [-3.683, -1.021, -0.998], [-4.276, 0.264, -1.107], [-5.486, 0.427, -1.776], [-6.144, -0.682, -2.328], [-5.652, -1.973, -2.086], [-4.465, -2.148, -1.381], [0.412, -4.400, -2.170], [-0.235, -4.563, -3.555], [-0.455, -5.105, -1.131], [3.149, -6.478, -2.241], [1.730, -6.820, -1.222], [1.561, -6.832, -2.992], [2.448, -2.027, -1.219], [2.154, -2.481, -4.226], [1.844, -0.932, -3.379], [0.126, -0.983, -1.954], [-2.025, -3.133, -1.512], [-1.748, -0.303, -0.297], [-3.727, 1.129, -0.721], [-5.915, 1.426, -1.882], [-7.041, -0.543, -2.932], [-6.194, -2.844, -2.460], [-4.102, -3.154, -1.154], [0.411, -4.135, -4.333], [-0.397, -5.629, -3.761], [-1.204, -4.047, -3.571], [-0.174, -4.782, -0.124], [-1.516, -4.898, -1.294], [-0.321, -6.193, -1.204], [0.357, 3.613, -2.063], [0.517, 4.822, -0.658], [2.279, 4.969, -0.091], [-0.247, 6.475, -1.026], [-0.404, 4.260, 0.604], [-0.420, 3.268, 1.614], [0.594, 2.167, 1.299], [1.889, 2.239, 1.821], [2.766, 1.166, 1.651], [2.336, 0.022, 0.981], [1.075, 0.011, 0.390], [0.280, 1.162, 0.386], [-0.086, 3.928, 2.975], [-0.115, 5.319, 3.104], [0.345, 5.916, 4.281], [0.764, 5.125, 5.351], [0.726, 3.734, 5.249], [0.307, 3.131, 4.060], [-1.938, 2.804, 1.618], [-2.812, 3.889, 2.273], [-2.964, 3.473, 3.734], [-2.688, 1.963, 3.767], [-2.203, 1.615, 2.427], [-2.400, 0.335, 1.956], [-1.402, -0.607, 2.023], [-1.400, -2.045, 2.167], [-0.216, -2.637, 2.674], [-0.041, -4.010, 2.640], [-1.059, -4.823, 2.128], [-2.271, -4.254, 1.705], [-2.470, -2.880, 1.792], [0.735, 4.084, -2.982], [0.937, 2.699, -1.881], [-0.693, 3.332, -2.224], [2.813, 5.649, -0.770], [2.334, 5.380, 0.925], [2.790, 3.998, -0.101], [0.217, 6.924, -1.914], [-1.325, 6.374, -1.211], [-0.110, 7.162, -0.181], [2.209, 3.133, 2.365], [3.772, 1.219, 2.067], [2.969, -0.864, 0.920], [0.675, -0.921, -0.009], [-0.582, 1.282, -0.277], [-0.477, 5.938, 2.276], [0.366, 7.005, 4.338], [1.117, 5.593, 6.269], [1.037, 3.102, 6.082], [0.329, 2.041, 3.957], [-2.230, 2.624, 0.569], [-2.428, 4.901, 2.133], [-3.792, 3.828, 1.786], [-2.235, 3.987, 4.369], [-3.962, 3.690, 4.126], [-1.924, 1.700, 4.516], [-3.594, 1.387, 4.010], [-3.406, 0.063, 1.606], [-0.448, -0.164, 2.335], [0.566, -1.989, 3.079], [0.890, -4.449, 3.002], [-0.907, -5.903, 2.049], [-3.057, -4.893, 1.292], [-3.426, -2.432, 1.509]], "e_above_lowest_kj_mol": 97.0, "charge": 1, "fmax_ev_per_a": 3.35, "lumo_energy_ev": -4.78, "e_homo_ha": -0.37407, "orbital_gap_ha": 0.198}



Record 2
{"formula": "C26H63O8P2", "method": "the ωB97M-V functional and the def2-TZVPD basis", "species": ["C", "C", "O", "P", "O", "C", "C", "P", "C", "C", "C", "C", "C", "C", "O", "C", "C", "O", "O", "C", "C", "H", "H", "H", "H", "H", "H", "H", "H", "H", "H", "H", "H", "H", "H", "H", "H", "H", "H", "H", "H", "H", "H", "H", "H", "H", "H", "H", "H", "H", "H", "H", "H", "H", "C", "C", "O", "C", "C", "H", "H", "H", "H", "H", "H", "H", "H", "H", "H", "C", "C", "O", "C", "C", "H", "H", "H", "H", "H", "H", "H", "H", "H", "H", "C", "C", "O", "C", "C", "H", "H", "H", "H", "H", "H", "H", "H", "H", "H"], "positions_angstrom": [[-1.751, 6.226, -0.363], [-1.756, 6.616, 1.106], [-2.031, 5.480, 1.930], [-2.724, 5.815, 3.338], [-1.790, 6.612, 4.164], [-3.149, 4.270, 4.144], [-2.233, 3.094, 3.764], [-3.179, 1.608, 2.962], [-1.599, 0.487, 3.033], [-0.718, 0.682, 1.810], [0.336, -0.413, 1.574], [-0.227, -1.846, 1.509], [0.122, -2.620, 0.230], [-0.275, -1.882, -1.052], [-1.459, -1.141, -0.794], [-1.708, -0.095, -1.611], [-3.165, 0.260, -1.694], [-0.848, 0.544, -2.187], [-4.046, 6.711, 3.090], [-5.231, 6.080, 2.575], [-5.026, 5.078, 1.450], [-2.174, 7.054, -0.935], [-2.370, 5.360, -0.575], [-0.743, 6.094, -0.747], [-0.795, 7.027, 1.409], [-2.470, 7.424, 1.259], [-4.204, 4.004, 4.024], [-3.004, 4.506, 5.195], [-1.704, 2.762, 4.659], [-1.456, 3.422, 3.074], [-3.621, 1.122, 4.287], [-4.427, 2.409, 2.857], [-2.810, 2.132, 1.612], [-3.904, 0.503, 2.276], [-1.058, 0.692, 3.959], [-1.993, -0.528, 3.040], [-1.347, 0.722, 0.925], [-0.183, 1.625, 1.929], [1.112, -0.361, 2.338], [0.833, -0.196, 0.625], [-1.306, -1.871, 1.622], [0.193, -2.406, 2.345], [1.181, -2.879, 0.195], [-0.402, -3.576, 0.295], [0.548, -1.241, -1.350], [-0.442, -2.625, -1.832], [-3.312, 1.108, -1.023], [-3.802, -0.539, -1.331], [-3.408, 0.575, -2.701], [-5.838, 6.892, 2.174], [-5.817, 5.635, 3.378], [-4.328, 5.461, 0.710], [-4.690, 4.101, 1.792], [-5.979, 4.942, 0.940], [1.377, 9.144, -3.598], [0.478, 9.118, -2.373], [1.138, 8.725, -1.186], [2.217, 9.538, -0.771], [1.835, 10.982, -0.494], [1.829, 8.164, -3.758], [0.799, 9.412, -4.483], [2.186, 9.870, -3.497], [-0.315, 8.385, -2.524], [-0.015, 10.087, -2.233], [3.037, 9.489, -1.498], [2.586, 9.080, 0.146], [1.465, 11.488, -1.387], [2.702, 11.536, -0.132], [1.051, 11.029, 0.263], [3.344, -5.545, -1.959], [2.517, -6.570, -1.200], [1.155, -6.214, -1.053], [0.425, -6.037, -2.250], [0.369, -7.275, -3.130], [3.288, -4.572, -1.469], [4.387, -5.861, -1.996], [2.998, -5.419, -2.986], [2.907, -6.663, -0.186], [2.608, -7.560, -1.660], [0.816, -5.181, -2.813], [-0.586, -5.768, -1.944], [1.359, -7.579, -3.474], [-0.245, -7.081, -4.010], [-0.063, -8.113, -2.580], [3.057, -12.112, -1.865], [4.207, -11.194, -2.241], [4.501, -10.210, -1.269], [4.877, -10.684, 0.011], [6.123, -11.553, 0.009], [2.154, -11.532, -1.671], [2.855, -12.812, -2.676], [3.274, -12.696, -0.969], [3.945, -10.639, -3.143], [5.104, -11.777, -2.481], [4.040, -11.210, 0.485], [5.059, -9.790, 0.607], [5.986, -12.467, -0.570], [6.379, -11.840, 1.030], [6.965, -11.009, -0.422]], "charge": -1, "fmax_ev_per_a": 2.12, "lumo_energy_ev": 1.88, "e_homo_ha": -0.12869, "orbital_gap_ha": 0.198}



Record 3
{"formula": "C12H13ClF16NO9PS", "method": "the ωB97M-V functional and the def2-TZVPD basis", "species": ["N", "C", "Cl", "O", "S", "O", "O", "O", "C", "P", "O", "O", "O", "H", "H", "H", "H", "H", "C", "C", "C", "F", "F", "F", "F", "O", "C", "C", "F", "F", "F", "F", "H", "H", "H", "H", "C", "C", "C", "F", "F", "F", "F", "O", "C", "C", "F", "F", "F", "F", "H", "H", "H", "H"], "positions_angstrom": [[-1.426, -3.500, 2.558], [-1.786, -2.508, 3.489], [-2.896, -3.044, 4.786], [-0.568, -2.047, 4.113], [0.012, -0.749, 3.367], [-0.119, 0.368, 4.229], [1.243, -1.059, 2.747], [-1.133, -0.679, 2.240], [-2.306, -1.208, 2.855], [-3.698, -1.262, 1.657], [-3.258, -1.536, 0.297], [-4.430, 0.139, 1.894], [-4.730, -2.334, 2.186], [-0.598, -3.996, 2.859], [-2.177, -4.144, 2.349], [-2.594, -0.564, 3.698], [-3.961, 0.744, 2.474], [-5.217, -2.075, 2.977], [-3.289, -0.357, -2.588], [-2.412, -1.576, -2.905], [-1.040, -1.647, -2.229], [-0.256, -0.619, -2.613], [-0.435, -2.799, -2.603], [-2.290, -1.739, -4.241], [-3.092, -2.643, -2.404], [-3.296, 0.703, -3.531], [-2.422, 1.744, -3.465], [-1.545, 1.839, -4.722], [-0.833, 0.711, -4.891], [-0.685, 2.872, -4.572], [-1.678, 1.724, -2.347], [-3.154, 2.887, -3.436], [-4.306, -0.742, -2.613], [-3.106, -0.002, -1.575], [-1.157, -1.639, -1.142], [-2.172, 2.011, -5.598], [3.295, 1.040, 1.260], [3.172, 0.450, -0.154], [4.372, -0.321, -0.715], [5.455, 0.474, -0.821], [4.058, -0.773, -1.948], [2.791, 1.405, -1.025], [2.170, -0.475, -0.087], [3.610, 2.418, 1.356], [4.893, 2.878, 1.408], [5.220, 3.814, 0.234], [5.060, 3.179, -0.940], [6.512, 4.200, 0.340], [5.791, 1.885, 1.510], [5.005, 3.634, 2.527], [2.292, 0.973, 1.671], [3.937, 0.429, 1.893], [4.610, -1.174, -0.074], [4.573, 4.691, 0.268]], "e_above_lowest_kj_mol": 0.0, "fmax_ev_per_a": 0.66, "lumo_energy_ev": -0.41, "e_homo_ha": -0.41105, "orbital_gap_ha": 0.396}



Record 4
{"formula": "CHBrINO2", "method": "the ωB97M-V functional and the def2-TZVPD basis", "species": ["O", "N", "O", "C", "Br", "I", "H"], "positions_angstrom": [[-1.374, 0.165, -1.352], [-0.303, -0.180, -0.960], [0.474, -0.806, -1.607], [0.039, 0.073, 0.587], [-0.402, 1.986, 1.251], [2.060, -0.623, 0.859], [-0.494, -0.614, 1.222]], "e_above_lowest_kj_mol": 29.2, "fmax_ev_per_a": 2.56, "lumo_energy_ev": -1.02, "e_homo_ha": -0.37086, "orbital_gap_ha": 0.333}



Record 5
{"formula": "C23H65Ag2N4O8", "method": "the ωB97M-V functional and the def2-TZVPD basis", "species": ["Ag", "Ag", "C", "O", "H", "H", "H", "C", "C", "C", "O", "C", "N", "H", "H", "H", "H", "H", "H", "H", "H", "H", "H", "H", "C", "C", "C", "O", "C", "N", "H", "H", "H", "H", "H", "H", "H", "H", "H", "H", "H", "C", "C", "C", "O", "C", "N", "H", "H", "H", "H", "H", "H", "H", "H", "H", "H", "H", "C", "C", "C", "O", "C", "N", "H", "H", "H", "H", "H", "H", "H", "H", "H", "H", "H", "C", "C", "O", "H", "H", "H", "H", "H", "H", "C", "C", "O", "H", "H", "H", "H", "H", "H", "C", "C", "O", "H", "H", "H", "H", "H", "H"], "positions_angstrom": [[11.265, 22.135, 18.487], [8.099, 22.777, 15.923], [10.913, 20.790, 15.735], [10.119, 21.691, 16.434], [10.493, 19.785, 15.694], [11.131, 21.173, 14.738], [11.831, 20.578, 16.284], [12.207, 24.504, 15.344], [13.684, 24.945, 15.454], [13.894, 25.902, 16.645], [15.256, 26.371, 16.560], [15.721, 27.127, 17.663], [14.446, 23.785, 15.688], [11.885, 23.972, 16.239], [12.108, 23.822, 14.500], [11.474, 25.289, 15.157], [14.017, 25.369, 14.507], [13.750, 25.362, 17.581], [13.200, 26.742, 16.644], [16.365, 27.890, 17.227], [16.457, 26.596, 18.266], [14.974, 27.618, 18.286], [14.062, 23.387, 16.533], [15.337, 24.144, 16.002], [10.432, 17.167, 17.370], [11.928, 16.713, 17.154], [11.989, 15.807, 15.883], [13.323, 15.384, 15.725], [13.463, 14.501, 14.679], [12.754, 17.914, 17.091], [9.857, 16.254, 17.526], [10.225, 17.684, 16.433], [10.153, 17.885, 18.142], [12.208, 16.120, 18.024], [11.498, 16.253, 15.018], [11.428, 14.904, 16.122], [13.012, 13.518, 14.818], [14.542, 14.375, 14.589], [13.127, 14.784, 13.682], [12.413, 18.360, 16.251], [13.719, 17.682, 16.904], [17.228, 15.612, 15.385], [16.668, 16.470, 16.495], [16.150, 17.847, 16.064], [15.951, 18.649, 17.227], [15.511, 19.944, 16.992], [15.716, 15.636, 17.295], [16.505, 15.302, 14.630], [17.690, 14.741, 15.849], [17.951, 16.275, 14.910], [17.527, 16.816, 17.070], [15.201, 17.602, 15.588], [16.900, 18.227, 15.371], [16.336, 20.535, 16.594], [15.153, 20.409, 17.911], [14.666, 19.967, 16.305], [14.976, 15.372, 16.660], [15.396, 16.260, 18.022], [6.264, 19.206, 18.155], [6.975, 20.069, 17.102], [6.298, 20.052, 15.714], [7.061, 20.934, 14.795], [6.595, 20.864, 13.501], [7.140, 21.374, 17.629], [5.246, 19.538, 18.361], [6.847, 19.176, 19.075], [6.342, 18.162, 17.853], [7.970, 19.648, 16.957], [5.251, 20.339, 15.803], [6.362, 19.074, 15.236], [7.392, 21.247, 12.864], [5.769, 21.568, 13.394], [6.278, 19.872, 13.180], [7.745, 21.383, 18.437], [6.235, 21.608, 18.009], [13.467, 18.390, 20.206], [12.198, 19.219, 19.989], [12.150, 19.954, 18.791], [13.587, 17.510, 19.574], [13.390, 18.049, 21.238], [14.309, 19.023, 19.924], [11.989, 19.889, 20.823], [11.346, 18.543, 20.056], [12.404, 19.355, 18.085], [10.075, 17.953, 12.494], [8.811, 18.042, 13.298], [7.821, 17.203, 12.798], [10.470, 16.938, 12.525], [10.835, 18.688, 12.758], [9.813, 18.210, 11.467], [8.496, 19.084, 13.348], [9.047, 17.805, 14.335], [7.895, 16.347, 13.227], [14.123, 22.146, 11.022], [13.679, 22.492, 12.476], [14.928, 22.645, 13.130], [13.197, 22.018, 10.462], [14.647, 21.190, 11.014], [14.737, 22.895, 10.523], [13.189, 21.608, 12.885], [13.045, 23.370, 12.599], [14.693, 22.891, 14.027]], "e_above_lowest_kj_mol": 0.0, "charge": 3, "spin_multiplicity": 3, "s_squared": 2.0098, "fmax_ev_per_a": 5.22, "lumo_energy_ev": [-9.50, -12.09], "e_homo_ha": [-0.56716, -0.56716], "orbital_gap_ha": [0.218, 0.123]}



Record 6
{"formula": "C30H25F3N6OPdS", "method": "the ωB97M-V functional and the def2-TZVPD basis", "species": ["Pd", "S", "C", "N", "N", "C", "C", "C", "C", "C", "C", "N", "N", "C", "C", "C", "C", "C", "C", "H", "H", "H", "H", "H", "H", "H", "H", "H", "H", "H", "C", "C", "O", "N", "C", "C", "C", "C", "C", "C", "N", "H", "H", "H", "H", "H", "H", "H", "H", "H", "H", "F", "C", "F", "F", "C", "C", "C", "C", "C", "C", "C", "C", "H", "H", "H", "H"], "positions_angstrom": [[1.659, 0.209, -1.130], [0.902, -1.371, -2.558], [0.243, -2.485, -1.372], [-0.090, -3.622, -1.991], [-0.718, -4.566, -1.213], [-1.894, -4.456, -0.575], [-2.323, -5.579, 0.194], [-3.481, -5.494, 0.911], [-4.256, -4.324, 0.854], [-3.869, -3.241, 0.049], [-2.706, -3.292, -0.669], [0.109, -2.212, -0.091], [0.463, -1.032, 0.314], [0.186, -0.651, 1.632], [-0.087, -1.611, 2.612], [-0.314, -1.201, 3.913], [-0.280, 0.150, 4.244], [-0.033, 1.099, 3.260], [0.201, 0.707, 1.953], [-0.323, -5.493, -1.325], [-1.713, -6.473, 0.221], [-3.803, -6.327, 1.519], [-5.174, -4.265, 1.423], [-4.505, -2.369, -0.019], [-2.425, -2.486, -1.331], [-0.103, -2.658, 2.342], [-0.521, -1.939, 4.676], [-0.452, 0.460, 5.265], [-0.041, 2.152, 3.511], [0.345, 1.438, 1.168], [3.408, 3.726, 0.963], [3.167, 2.271, 0.712], [2.376, 1.939, -0.195], [3.836, 1.392, 1.458], [3.670, -0.056, 1.375], [4.331, -0.646, 0.156], [5.629, -1.123, 0.206], [6.224, -1.622, -0.940], [5.505, -1.605, -2.124], [4.219, -1.108, -2.107], [3.626, -0.656, -0.990], [2.516, 4.284, 0.694], [4.225, 4.066, 0.323], [3.674, 3.922, 2.000], [4.476, 1.760, 2.145], [2.608, -0.285, 1.376], [4.098, -0.486, 2.277], [6.168, -1.098, 1.144], [7.233, -2.011, -0.912], [5.927, -1.967, -3.050], [3.644, -1.056, -3.022], [-6.583, 4.753, -2.195], [-5.424, 5.388, -1.982], [-5.259, 6.286, -2.964], [-5.539, 6.072, -0.831], [-4.259, 4.432, -1.918], [-4.462, 3.063, -1.954], [-3.377, 2.207, -1.851], [-2.091, 2.725, -1.714], [-1.896, 4.109, -1.696], [-2.979, 4.959, -1.795], [-0.963, 1.851, -1.575], [-0.016, 1.107, -1.461], [-5.461, 2.667, -2.064], [-3.522, 1.136, -1.885], [-0.893, 4.503, -1.608], [-2.837, 6.032, -1.780]], "e_above_lowest_kj_mol": 0.0, "charge": 2, "spin_multiplicity": 5, "s_squared": 6.0867, "fmax_ev_per_a": 0.49, "lumo_energy_ev": [-6.08, -9.35], "e_homo_ha": [-0.48565, -0.48594], "orbital_gap_ha": [0.262, 0.142]}



| no. | M (g mol⁻¹) |
| --- | --- |
| 1 | 851.069 |
| 2 | 565.730 |
| 3 | 717.696 |
| 4 | 265.832 |
| 5 | 741.529 |
| 6 | 681.052 |